No. 1
Computed, not measured: a molecular structure, C16H8HgIN4O2S2, with ωB97M-V/def2-TZVPD.

Values from the calculation:
* total charge: -2
* frontier orbital gap (alpha / beta): 2.98 / 5.95 eV
* multiplicity: 2
* largest force on an atom: 0.4 eV/Å

Each line ends with the natural charge from an NBO analysis.
Geometry (Å):
Hg 0.3952 0.7645 -0.5254  1.276
S -1.1710 0.5351 -2.3395  -0.393
C -1.1655 -1.1857 -2.0220  -0.254
N -0.4445 -1.6337 -0.9528  -0.703
C -0.2148 -2.9657 -1.0149  0.231
C 0.4027 -3.7501 -0.0239  -0.293
C 0.5862 -5.1067 -0.2353  -0.216
C 0.1801 -5.7227 -1.4184  -0.307
C -0.4187 -4.9572 -2.4239  -0.223
C -0.6126 -3.6060 -2.2214  -0.267
S -1.2716 -2.4128 -3.3268  0.216
H 0.7390 -3.2761 0.8904  0.214
H 1.0628 -5.6977 0.5390  0.195
H 0.3325 -6.7854 -1.5639  0.187
H -0.7170 -5.4183 -3.3590  0.192
N 5.5327 -1.6757 2.4294  -0.529
C 4.6596 -0.9127 2.3805  0.454
N 3.7017 0.0015 2.4424  -0.699
C 3.0087 0.2555 1.3828  0.600
N 2.3734 0.5793 0.4591  -0.727
I 0.3165 -3.4075 5.5378  0.070
C 0.2169 -1.5755 4.5181  -0.137
C -0.4416 -1.5072 3.3022  -0.285
C -0.4990 -0.2879 2.6396  -0.122
C 0.0957 0.8499 3.1726  -0.163
C 0.7456 0.7495 4.3972  -0.155
C 0.8152 -0.4567 5.0758  -0.267
C 0.0593 2.1997 2.4526  0.764
O 0.3437 3.1985 3.1201  -0.710
O -0.3166 2.1805 1.2383  -0.848
H -0.8990 -2.3854 2.8660  0.226
H -1.0246 -0.2299 1.6954  0.226
H 1.2059 1.6438 4.7957  0.236
H 1.3401 -0.5303 6.0191  0.210

Force components x, y, z for each atom (eV/Å):
0.3 0.1 0.1
-0.1 -0.1 -0.1
0.0 0.1 0.0
-0.3 -0.1 0.3
0.1 0.1 -0.1
0.0 0.0 0.0
0.0 0.0 0.0
0.0 0.0 0.0
0.0 0.0 0.0
0.0 -0.1 0.0
0.0 0.0 0.0
0.0 0.0 0.0
0.0 0.0 0.0
0.0 0.0 0.0
0.0 0.0 0.0
0.0 0.0 0.0
-0.1 0.2 0.1
0.1 -0.2 -0.3
0.1 0.0 0.1
-0.1 0.1 0.1
0.0 0.0 0.0
0.0 0.0 0.0
0.0 0.0 0.0
0.0 0.0 0.0
0.1 -0.1 0.0
0.0 0.0 0.0
0.0 0.0 0.1
-0.2 0.1 0.0
0.1 0.0 0.0
0.1 -0.1 -0.1
0.0 0.0 0.0
0.0 0.0 0.0
0.0 0.0 0.0
0.0 0.0 0.0

---

No. 2
Computed, not measured: a molecular structure, C16H9Br2CaNO2, with ωB97M-V/def2-TZVPD.

Values from the calculation:
* relative energy (zero: lowest compared OMol25 entry of this formula, charge and spin): 366.06 kJ/mol
* frontier orbital gap: 6.36 eV
* largest force on an atom: 3.5 eV/Å

Each line ends with the natural charge from an NBO analysis.
Geometry (Å):
Ca 1.1640 2.4323 -1.6549  1.740
Br 0.1541 -1.4155 -5.1407  0.040
C 0.0681 -1.4386 -3.2423  0.219
C -0.0889 -2.7387 -2.6129  -0.327
C -0.3344 -2.7863 -1.3008  -0.079
C -0.3589 -1.5644 -0.4558  -0.259
C 0.1368 -0.3130 -1.2206  0.020
N 0.1101 -0.3217 -2.6535  -0.450
C 2.2611 0.7388 -0.6535  0.716
O 2.1034 1.5854 0.2365  -0.735
O 2.7027 1.0363 -1.7873  -0.821
H -0.0783 -3.6230 -3.2320  0.235
H -0.5486 -3.7283 -0.8144  0.213
H -1.3249 -1.4572 0.0516  0.230
Br -1.3614 3.9307 -0.4379  -0.013
C -1.1828 2.5718 0.9211  0.009
C -1.6663 2.8989 2.1385  -0.276
C -1.5548 1.9738 3.2150  -0.228
C -0.9106 0.8080 3.0298  -0.156
C -0.3729 0.4136 1.7535  -0.066
C 0.4127 -0.6921 1.7161  -0.156
C 0.8664 -1.3947 0.4977  -0.227
C 1.5573 -0.6007 -0.6348  -0.309
C -0.3351 1.0027 -0.7229  -0.408
C -0.6256 1.2812 0.5758  -0.220
H -2.1385 3.8536 2.3044  0.223
H -1.9802 2.2393 4.1681  0.215
H -0.7979 0.1037 3.8411  0.206
H 0.6294 -1.1954 2.6490  0.205
H 1.3936 -2.3140 0.7543  0.219
H 2.1007 -1.2863 -1.2880  0.240

Force components x, y, z for each atom (eV/Å):
-1.5 2.9 -1.2
0.0 -0.1 -0.2
0.0 1.1 0.3
-0.1 -0.5 0.3
0.1 0.1 -0.2
-0.1 0.0 -0.2
-0.4 -0.5 0.6
0.2 -0.3 -1.1
0.8 -2.5 1.7
0.5 0.5 0.7
1.4 -0.3 -1.5
0.0 0.0 0.0
0.0 -0.2 0.0
0.1 -0.1 -0.1
0.2 -0.2 0.0
-0.5 0.6 0.7
0.1 0.4 -1.0
0.3 -0.7 0.3
-0.3 0.3 0.5
0.6 -0.4 -0.1
-0.4 0.5 0.2
0.2 -0.1 0.1
0.4 0.1 -0.1
-1.1 0.0 0.5
-0.2 -0.7 -0.8
0.0 0.1 0.0
0.0 0.0 0.2
0.0 0.0 0.1
-0.1 0.0 0.1
0.0 0.0 0.0
-0.2 0.0 0.0

---

No. 3
Computed, not measured: a molecular structure, C16H9Cl2CoN2O5, with ωB97M-V/def2-TZVPD.

Values from the calculation:
* total charge: +1
* relative energy (zero: lowest compared OMol25 entry of this formula, charge and spin): 0.00 kJ/mol
* frontier orbital gap (alpha / beta): 5.59 / 5.54 eV
* multiplicity: 4
* largest force on an atom: 1.1 eV/Å

Each line ends with the natural charge from an NBO analysis.
Geometry (Å):
Co 0.0291 -0.2411 0.1219  1.504
O -3.4782 1.9881 -0.4192  -0.625
C -2.3085 1.4153 -0.2581  0.788
O -2.1111 0.2429 -0.0312  -0.598
C -1.1410 2.3762 -0.3533  0.097
C -1.2174 3.7572 -0.4056  -0.165
C -0.0245 4.4672 -0.4102  -0.130
C 1.1852 3.7839 -0.3609  -0.186
C 1.1579 2.4004 -0.3209  0.085
N 0.0142 1.7319 -0.3196  -0.495
C 2.3450 1.4490 -0.1984  0.788
O 3.5696 1.9057 -0.3277  -0.599
O 2.1319 0.2838 0.0367  -0.579
H -4.1791 1.3199 -0.3287  0.528
H -2.1773 4.2530 -0.4327  0.266
H -0.0352 5.5484 -0.4393  0.255
H 2.1171 4.3336 -0.3374  0.238
H 3.6118 2.8342 -0.5866  0.503
Cl 0.0593 -5.0739 0.5935  0.049
C 0.0395 -3.8849 1.8444  -0.089
C 0.0361 -4.3117 3.1898  -0.198
C 0.0201 -3.4132 4.2105  -0.043
Cl 0.0157 -3.9704 5.8544  0.025
C 0.0071 -2.0229 3.9399  -0.126
C -0.0102 -1.0109 4.9222  -0.087
C -0.0224 0.3040 4.5492  -0.274
C -0.0163 0.6175 3.1819  0.067
N 0.0002 -0.2948 2.2387  -0.562
C 0.0118 -1.6183 2.5904  0.183
C 0.0286 -2.5549 1.5118  0.277
O 0.0315 -2.1000 0.2648  -0.813
H 0.0462 -5.3720 3.4016  0.252
H -0.0131 -1.2890 5.9675  0.245
H -0.0351 1.0961 5.2841  0.237
H -0.0239 1.6559 2.8608  0.184

Force components x, y, z for each atom (eV/Å):
0.0 -1.0 0.5
0.0 -0.2 0.0
0.4 0.6 0.0
-0.2 0.0 0.0
-0.4 -0.1 0.0
0.0 0.0 -0.1
0.0 0.0 0.0
0.0 0.0 0.0
0.4 -0.1 0.0
0.0 0.3 -0.1
-0.3 0.4 -0.1
0.1 -0.1 0.0
0.1 0.0 0.0
-0.1 0.0 0.0
0.0 0.0 0.0
0.0 0.0 0.0
0.0 0.0 0.0
0.0 0.1 0.0
0.0 0.1 0.1
0.0 -0.4 0.1
0.0 -0.1 -0.1
0.0 0.0 0.2
0.0 0.0 -0.1
0.0 0.1 0.1
0.0 -0.1 0.0
0.0 0.0 -0.1
0.0 0.1 0.0
0.0 -0.3 -0.2
0.0 0.1 0.0
0.0 0.4 -0.5
0.0 -0.1 0.3
0.0 0.0 0.0
0.0 0.0 0.0
0.0 0.0 0.0
0.0 0.0 0.0

---

No. 4
Computed, not measured: a molecular structure, C16H9Co2N2O6, with ωB97M-V/def2-TZVPD.

Values from the calculation:
* total charge: -1
* relative energy (zero: lowest compared OMol25 entry of this formula, charge and spin): 394.70 kJ/mol
* frontier orbital gap: 4.56 eV
* largest force on an atom: 5.0 eV/Å

Each line ends with the natural charge from an NBO analysis.
Geometry (Å):
C 0.4146 0.2884 -2.2955  -0.158
C 1.5668 0.9923 -2.7623  0.265
N 2.4618 1.5779 -3.3011  -0.358
N -0.7914 0.7327 -3.0078  -0.314
C -1.8603 -0.1383 -3.0012  -0.103
C -3.1358 0.3112 -3.2922  -0.194
C -3.4005 1.6759 -3.4786  -0.339
C -2.3192 2.5455 -3.3266  -0.203
C -1.0518 2.0801 -3.0368  -0.088
H 0.5892 -0.7848 -2.3516  0.246
H -1.6195 -1.2002 -2.9163  0.214
H -3.9082 -0.4337 -3.4629  0.215
H -4.3983 2.0391 -3.6691  0.209
H -2.4408 3.6019 -3.4675  0.212
H -0.2169 2.7527 -2.9248  0.223
O 3.6883 1.8583 3.0312  -0.529
C 3.0387 0.9200 3.2118  0.588
Co 2.0716 -0.5230 3.4539  -0.115
C 3.0440 -1.6273 2.4966  0.488
O 3.7682 -2.3010 1.9051  -0.532
C 2.5638 -0.5914 5.1624  0.529
O 2.8736 -0.6726 6.2722  -0.530
C 0.7130 0.3346 2.1077  -0.541
C 0.4564 -0.2201 0.8577  -0.002
C 0.0224 0.2630 -0.4234  -0.585
Co -0.0122 -1.3252 2.2089  -0.067
C 0.6301 -2.5900 1.2039  0.546
O 1.0381 -3.3918 0.4792  -0.538
C -1.6830 -1.8359 2.3513  0.557
O -2.7983 -2.1048 2.2687  -0.536
C 0.6477 -1.9304 3.8959  0.416
O 0.4595 -2.7100 4.7520  -0.570
H 0.4958 1.3759 2.3941  0.199
H -0.8655 -0.3558 -0.7720  0.194
H -0.0416 1.3870 -0.5628  0.200

Force components x, y, z for each atom (eV/Å):
-0.8 -0.7 -2.6
3.5 2.5 -2.5
-3.4 -2.2 2.5
3.1 -1.4 2.6
-1.2 -0.6 -0.4
0.5 0.0 -0.2
0.0 -0.5 0.1
0.8 -0.5 0.1
-1.1 1.2 -0.5
-0.3 0.2 -0.4
-0.1 0.5 -0.1
0.1 0.1 0.3
0.0 0.0 -0.1
0.0 0.4 0.1
0.1 -0.1 0.0
-0.6 -1.2 0.3
0.0 1.6 -0.7
0.1 0.2 0.2
1.6 -1.4 -1.2
-0.8 0.7 0.6
-0.6 -0.2 1.4
-0.1 0.1 -1.3
0.4 2.1 -0.1
-0.5 3.3 -2.6
-1.1 0.0 1.9
0.8 -3.4 1.8
0.2 -1.9 -1.2
-0.3 0.9 0.6
-1.0 1.1 0.1
0.5 -0.3 0.1
-0.9 -0.6 0.7
0.4 0.8 -0.8
0.0 -0.5 -0.3
0.5 0.9 0.6
-0.2 -1.0 0.9